1.
Entry from OMol25: a structure of composition C57H61HgN4O4S2 (ωB97M-V with the def2-TZVPD basis set).

For the frontier orbital gap (spin up / spin down), the calculation gives 5.047 / 5.610 eV. For the total energy, the calculation gives -100100.2139 eV. As for the net charge: -2. The spin multiplicity is 2. As for the energy above the lowest of the compared OMol25 structures with the same formula, charge and spin: 0.0 kcal per mole. The LUMO energy (spin up / spin down) is 3.714 / 3.713 eV.

Each line ends with the Mulliken charge.
Atoms and positions in Å:
Hg: -1.02 0.53 0.28  3.4071
C: 4.81 -4.15 0.18  -1.2879
C: 5.21 -2.77 -0.36  2.1817
C: 6.09 -2.99 -1.60  -2.3232
C: 6.06 -2.05 0.70  -1.7318
C: 3.96 -1.96 -0.68  -0.0640
C: 3.10 -1.61 0.34  -0.8320
C: 1.90 -0.90 0.11  -1.5983
N: 1.01 -0.54 1.04  0.8039
C: 0.87 -1.01 2.32  -1.0870
C: 1.36 -2.24 2.80  -0.6296
C: 1.13 -2.67 4.09  -1.2070
C: 0.38 -1.83 4.93  0.0018
C: -0.18 -0.63 4.51  -0.7195
C: 0.03 -0.19 3.16  -0.1179
O: -0.50 0.88 2.69  -0.0140
C: -1.09 0.18 5.42  2.7552
C: -2.52 0.20 4.84  -1.4288
C: -1.18 -0.40 6.84  -2.4352
C: -0.58 1.63 5.55  -1.6632
C: 1.69 -4.01 4.55  2.6299
C: 3.23 -3.99 4.45  -1.2451
C: 1.15 -5.14 3.65  -1.7042
C: 1.32 -4.35 5.99  -2.4351
C: 1.61 -0.41 -1.26  1.2685
O: 0.60 0.32 -1.45  -1.2767
C: 2.50 -0.81 -2.31  -0.4940
C: 3.61 -1.57 -1.99  -0.2617
C: 2.29 -0.45 -3.80  2.8632
C: 1.02 0.35 -4.12  -2.3057
C: 3.49 0.39 -4.28  -1.8387
C: 2.22 -1.74 -4.63  -1.7609
H: 5.69 -4.75 0.41  0.4729
H: 4.20 -4.68 -0.55  0.3047
H: 4.22 -4.05 1.09  0.0056
H: 6.99 -3.55 -1.32  0.4485
H: 6.42 -2.04 -2.03  0.4156
H: 5.57 -3.55 -2.37  0.3643
H: 6.98 -2.61 0.91  0.4549
H: 5.51 -1.94 1.64  0.2871
H: 6.34 -1.05 0.35  0.3498
H: 3.36 -1.85 1.37  0.8862
H: 1.87 -2.89 2.10  1.0690
H: 0.20 -2.15 5.95  0.4661
H: -2.89 -0.83 4.74  0.3043
H: -2.52 0.65 3.85  0.0141
H: -3.19 0.75 5.50  0.4522
H: -1.63 -1.39 6.84  0.4134
H: -1.80 0.25 7.46  0.4464
H: -0.19 -0.47 7.30  0.4194
H: -0.51 2.09 4.57  0.0952
H: 0.41 1.63 6.02  0.3694
H: -1.25 2.21 6.19  0.4569
H: 3.55 -3.82 3.42  -0.0322
H: 3.65 -4.94 4.79  0.4936
H: 3.64 -3.19 5.07  0.2978
H: 1.44 -4.98 2.61  0.3016
H: 0.06 -5.17 3.69  0.3453
H: 1.55 -6.11 3.97  0.4570
H: 1.73 -3.62 6.69  0.3723
H: 1.71 -5.33 6.26  0.4503
H: 0.23 -4.37 6.13  0.4298
H: 4.27 -1.86 -2.80  0.2020
H: 0.99 1.30 -3.59  0.2594
H: 0.12 -0.19 -3.86  0.4611
H: 1.01 0.54 -5.20  0.5692
H: 3.53 1.34 -3.74  0.3785
H: 3.38 0.61 -5.35  0.4475
H: 4.44 -0.13 -4.13  0.3312
H: 1.37 -2.34 -4.30  0.3876
H: 3.13 -2.35 -4.54  0.2977
H: 2.07 -1.50 -5.68  0.4065
C: 1.72 4.26 1.24  -1.0734
C: 1.11 3.00 1.11  -0.6722
N: 0.03 2.82 0.38  0.5635
C: -0.52 3.85 -0.26  -0.9410
C: -0.01 5.16 -0.17  1.3447
C: 1.15 5.34 0.61  -0.8562
C: -0.68 6.22 -0.86  -0.9171
C: -1.79 5.98 -1.60  -0.9194
C: -2.32 4.66 -1.74  1.3991
C: -3.45 4.35 -2.52  -0.8952
C: -3.86 3.05 -2.62  -1.0335
C: -3.15 2.05 -1.93  -0.5976
N: -2.10 2.32 -1.19  0.7617
C: -1.68 3.59 -1.09  -0.0997
H: 2.61 4.37 1.84  0.4445
H: 1.49 2.11 1.61  0.3387
H: 1.58 6.33 0.70  0.3832
H: -0.28 7.23 -0.77  0.3864
H: -2.29 6.79 -2.11  0.3889
H: -3.97 5.14 -3.04  0.3617
H: -4.71 2.75 -3.23  0.5206
H: -3.44 1.01 -2.03  0.2367
C: -2.75 3.31 2.36  -0.9050
C: -3.86 2.48 1.77  0.8062
C: -5.19 2.97 1.80  -1.1641
C: -6.19 2.17 1.33  -1.0217
C: -5.89 0.88 0.83  1.2424
C: -6.91 0.00 0.39  -0.8849
C: -6.56 -1.24 -0.06  -0.7198
C: -5.22 -1.63 -0.13  -0.5791
C: -4.17 -0.80 0.26  0.6652
S: -2.55 -1.41 0.07  -0.6639
C: -4.53 0.49 0.79  -0.8136
N: -3.56 1.31 1.27  0.5833
H: -2.97 3.52 3.42  0.4789
H: -2.66 4.27 1.84  0.4004
H: -1.81 2.76 2.32  -0.4293
H: -5.39 3.95 2.20  0.4886
H: -7.22 2.50 1.34  0.3537
H: -7.95 0.33 0.43  0.3550
H: -7.33 -1.93 -0.40  0.3442
H: -4.97 -2.60 -0.54  0.4532
O: 0.53 1.98 -9.09  -0.5320
C: 0.30 0.69 -8.71  0.5822
O: 0.87 -0.18 -9.34  -0.6412
C: -0.61 0.47 -7.59  0.9103
C: -1.22 1.50 -6.85  -0.5318
C: -2.10 1.23 -5.83  -0.9336
C: -2.45 -0.10 -5.47  0.1411
S: -3.55 -0.44 -4.20  -0.4217
C: -1.80 -1.12 -6.20  -0.5383
C: -0.93 -0.85 -7.22  -0.3959
H: 0.01 2.56 -8.52  0.2944
H: -1.00 2.55 -7.04  0.0625
H: -2.54 2.04 -5.26  0.3153
H: -2.02 -2.15 -5.93  0.3669
H: -0.45 -1.66 -7.77  0.4057

***

2.
Entry from OMol25: a structure of composition C57H63Cl5N7OS2Sr at a distorted geometry (ωB97M-V with the def2-TZVPD basis set).

For the frontier orbital gap, the calculation gives 5.708 eV. For the total energy, the calculation gives -157732.5729 eV. As for the net charge: -1. The LUMO energy is 1.879 eV.

Each line ends with the Mulliken charge.
Atoms and positions in Å:
Sr: 0.01 -0.38 -0.34  3.1666
C: -3.66 1.31 -5.77  -1.2556
C: -2.55 2.15 -5.12  -1.1257
C: -2.37 1.80 -3.67  0.6818
C: -2.89 2.44 -2.59  0.3032
C: -3.82 3.61 -2.57  -1.1987
C: -5.28 3.16 -2.41  -1.0861
C: -2.44 1.70 -1.42  0.1716
N: -1.68 0.65 -1.81  -0.1489
C: -1.62 0.66 -3.15  0.1298
C: -1.01 -0.31 -3.93  -0.7260
C: -0.49 -1.53 -3.50  0.1561
C: -0.04 -2.60 -4.37  0.3146
C: 0.13 -2.53 -5.85  -1.0592
C: 1.54 -2.01 -6.15  -1.0812
C: 0.27 -3.65 -3.55  1.0034
C: 0.00 -3.20 -2.19  -0.9108
C: 0.18 -3.98 -1.06  -0.6369
C: -0.12 -3.65 0.26  0.4465
N: -0.54 -2.45 0.70  0.0705
C: -0.87 -2.57 2.00  -0.2248
C: -1.46 -1.58 2.80  -1.0720
C: -1.94 -0.33 2.41  0.0804
N: -1.89 0.09 1.13  -0.1908
C: -2.52 1.28 1.05  -0.0685
C: -2.77 2.01 -0.10  -1.0466
C: -2.97 1.67 2.38  0.4747
C: -2.61 0.66 3.23  0.9774
C: -2.89 0.75 4.71  -0.1139
C: -2.36 -0.34 5.64  -1.7759
C: -3.73 2.91 2.72  -1.2787
C: -5.24 2.72 2.51  -1.2447
C: -0.61 -3.92 2.45  0.3537
C: -0.11 -4.60 1.37  0.5415
C: 0.24 -6.04 1.26  -1.4334
C: -0.93 -6.81 0.66  -1.2436
C: -0.80 -4.46 3.83  -0.9821
C: 0.43 -4.16 4.69  -0.9681
N: -0.42 -1.92 -2.21  -0.1925
C: 0.75 -5.01 -3.95  -1.1814
C: -0.42 -5.99 -3.99  -1.2795
H: -3.72 1.50 -6.84  0.3959
H: -3.47 0.25 -5.61  0.2742
H: -4.62 1.55 -5.32  0.2459
H: -1.61 1.97 -5.65  0.3222
H: -2.79 3.21 -5.22  0.5085
H: -3.56 4.29 -1.75  0.3418
H: -3.72 4.18 -3.51  0.4175
H: -5.38 2.56 -1.51  0.1948
H: -5.95 4.02 -2.34  0.4057
H: -5.58 2.55 -3.26  0.2351
H: -1.00 -0.14 -5.00  0.2610
H: 0.00 -3.52 -6.29  0.4145
H: -0.61 -1.87 -6.30  0.3908
H: 2.28 -2.70 -5.77  0.2725
H: 1.70 -1.88 -7.22  0.4454
H: 1.69 -1.05 -5.66  0.2016
H: 0.52 -5.00 -1.22  0.3451
H: -1.63 -1.87 3.82  -0.0711
H: -3.33 2.93 0.04  0.3175
H: -2.45 1.70 5.06  0.3754
H: -3.97 0.83 4.86  0.3008
H: -1.28 -0.44 5.54  0.3261
H: -2.59 -0.07 6.67  0.4881
H: -2.85 -1.29 5.44  0.3140
H: -3.55 3.18 3.77  0.4327
H: -3.37 3.74 2.11  0.3782
H: -5.62 1.94 3.17  0.2873
H: -5.78 3.64 2.72  0.4264
H: -5.44 2.43 1.48  0.1947
H: 1.12 -6.16 0.62  0.3520
H: 0.50 -6.45 2.24  0.4997
H: -1.21 -6.37 -0.30  0.2262
H: -0.69 -7.86 0.50  0.4176
H: -1.80 -6.74 1.32  0.3191
H: -1.69 -4.04 4.29  0.3838
H: -0.94 -5.54 3.78  0.4758
H: 0.60 -3.08 4.74  0.0855
H: 0.31 -4.54 5.70  0.5182
H: 1.31 -4.62 4.25  0.1585
H: 1.23 -4.97 -4.92  0.4926
H: 1.50 -5.36 -3.23  0.2870
H: -1.13 -5.71 -4.76  0.3112
H: -0.08 -7.01 -4.18  0.4199
H: -0.96 -5.98 -3.04  0.2204
C: 3.41 -1.87 3.50  -1.3505
S: 2.11 -2.24 2.22  0.9957
C: 3.21 -3.37 1.28  -1.0760
O: 2.05 -1.00 1.44  -0.4876
H: 3.67 -2.78 4.03  0.3969
H: 3.01 -1.13 4.19  0.3157
H: 4.27 -1.45 3.00  0.4316
H: 3.39 -4.25 1.87  0.4155
H: 4.14 -2.85 1.04  0.5009
H: 2.69 -3.62 0.36  -0.1402
Cl: 2.81 -2.26 -2.11  -0.2442
C: 3.47 -0.68 -1.86  0.0501
C: 2.70 0.24 -1.15  0.0944
C: 3.38 1.45 -0.98  0.3426
Cl: 2.69 2.66 0.04  -0.1855
C: 4.61 1.77 -1.54  -0.6510
Cl: 5.29 3.36 -1.40  -0.1929
C: 5.31 0.81 -2.25  0.5422
Cl: 6.85 1.17 -2.94  -0.2497
C: 4.74 -0.45 -2.38  -0.3245
Cl: 5.62 -1.69 -3.21  -0.2434
C: 2.27 5.01 -3.38  -0.9855
C: 1.31 3.93 -3.87  -0.5805
C: 0.84 3.13 -2.76  0.2538
N: 0.46 2.53 -1.87  0.0883
H: 2.60 5.62 -4.22  0.4157
H: 3.15 4.56 -2.92  0.0939
H: 1.79 5.65 -2.64  0.3058
H: 1.80 3.27 -4.59  0.2907
H: 0.43 4.38 -4.35  0.2364
S: 0.97 4.40 5.30  -0.1855
C: 0.66 3.37 3.86  -0.3485
C: 0.76 1.99 3.98  -1.1602
C: 0.54 1.23 2.84  -0.2843
N: 0.27 1.75 1.66  2.2109
C: 0.15 3.06 1.56  -0.3856
C: 0.33 3.92 2.63  -1.3358
C: 2.64 4.87 4.86  0.4282
C: 3.72 4.15 5.36  -0.1532
C: 4.99 4.58 5.02  -0.4390
N: 5.23 5.62 4.25  -0.6039
C: 4.20 6.28 3.76  -0.4603
C: 2.88 5.96 4.04  -0.1053
H: 1.00 1.54 4.92  0.6931
H: 0.61 0.15 2.87  -0.1848
H: -0.08 3.44 0.57  0.2878
H: 0.23 4.99 2.52  0.5492
H: 3.56 3.30 6.00  0.3787
H: 5.87 4.06 5.39  0.3605
H: 4.44 7.13 3.13  0.3594
H: 2.06 6.54 3.63  0.3628

***

3.
Entry from OMol25: a cluster of 9 separate species, C57H66ClN2 in total at a distorted geometry (ωB97M-V with the def2-TZVPD basis set).

For the frontier orbital gap, the calculation gives 5.906 eV. For the total energy, the calculation gives -75668.2826 eV. As for the net charge: +1. The LUMO energy is -4.458 eV.

Each line ends with the Mulliken charge.
Atoms and positions in Å:
C: 0.94 1.40 4.61  -0.6883
C: 0.82 1.52 3.10  -0.2575
N: 2.14 1.49 2.29  0.4848
C: 1.83 0.86 0.96  -0.6742
C: 2.28 1.70 -0.36  -0.3871
N: 1.81 3.15 -0.13  -0.4803
C: 2.78 3.67 0.90  -0.7415
C: 2.88 2.79 2.28  0.1043
C: 4.48 2.67 2.76  -0.6688
Cl: 4.56 2.17 4.54  -0.3409
C: 5.39 1.76 1.74  0.2549
C: 6.63 0.96 2.46  -0.7016
H: 1.49 0.49 5.14  0.2700
H: 0.40 2.23 5.27  0.2457
H: -0.24 1.60 2.62  0.3985
H: 2.75 0.79 2.83  0.4867
H: 2.39 -0.19 0.91  0.1666
H: 0.67 0.59 0.91  0.4182
H: 1.61 1.31 -1.27  0.3381
H: 3.43 1.61 -0.57  0.2809
H: 0.82 3.15 0.26  0.3107
H: 2.47 4.78 1.16  0.2827
H: 3.86 3.75 0.40  0.3706
H: 2.38 3.46 3.13  0.3235
H: 4.90 3.78 2.69  0.4905
H: 4.67 1.06 1.14  -0.3490
H: 5.90 2.52 0.97  0.2650
H: 7.53 0.86 1.69  0.3125
H: 6.21 -0.10 2.80  0.1920
H: 7.09 1.54 3.40  0.0824
C: -2.92 -3.33 2.40  -0.4483
C: -1.58 -3.04 2.13  -0.5276
C: -0.96 -1.96 2.76  -0.2709
C: -1.67 -1.18 3.67  -0.0784
C: -3.00 -1.48 3.95  -0.6717
C: -3.63 -2.55 3.31  -0.3705
H: -3.41 -4.16 1.91  0.4390
H: -1.03 -3.65 1.42  0.3995
H: 0.08 -1.73 2.54  0.4174
H: -1.18 -0.35 4.17  0.3294
H: -3.55 -0.87 4.67  0.3847
H: -4.67 -2.77 3.53  0.4327
C: -6.97 -3.25 -1.92  -0.4214
C: -6.75 -3.33 -0.55  -0.5769
C: -5.65 -2.68 0.02  -0.0813
C: -4.78 -1.95 -0.79  -0.3259
C: -5.01 -1.87 -2.16  -0.5079
C: -6.10 -2.52 -2.73  -0.4721
H: -7.83 -3.76 -2.36  0.4577
H: -7.43 -3.90 0.08  0.3780
H: -5.47 -2.75 1.09  0.2792
H: -3.93 -1.44 -0.35  0.4177
H: -4.33 -1.30 -2.79  0.3680
H: -6.27 -2.47 -3.80  0.4806
C: -4.64 -0.82 -7.72  -0.2574
C: -4.94 -1.75 -6.73  -0.3694
C: -3.98 -2.11 -5.79  -0.4622
C: -2.71 -1.53 -5.83  -0.5743
C: -2.41 -0.59 -6.82  -0.3255
C: -3.37 -0.24 -7.77  -0.4899
H: -5.39 -0.55 -8.46  0.3880
H: -5.93 -2.21 -6.70  0.4040
H: -4.21 -2.84 -5.02  0.5936
H: -1.96 -1.80 -5.10  0.3666
H: -1.43 -0.13 -6.85  0.3523
H: -3.14 0.49 -8.54  0.3732
C: 5.56 1.59 8.24  -0.3524
C: 6.19 1.50 9.48  -0.4214
C: 7.57 1.37 9.56  -0.4584
C: 8.34 1.33 8.39  -0.5042
C: 7.71 1.42 7.15  -0.6507
C: 6.33 1.54 7.07  0.8108
H: 4.48 1.68 8.18  0.3696
H: 5.59 1.54 10.39  0.3760
H: 8.06 1.30 10.53  0.3900
H: 9.42 1.24 8.45  0.4053
H: 8.31 1.39 6.24  0.4229
H: 5.84 1.61 6.10  -0.2048
C: -9.25 0.18 -11.18  -0.3142
C: -9.06 1.52 -10.85  -0.3885
C: -8.62 1.87 -9.58  -0.4468
C: -8.35 0.88 -8.63  -0.2847
C: -8.54 -0.46 -8.96  -0.1792
C: -8.99 -0.81 -10.23  -0.5918
H: -9.61 -0.10 -12.17  0.3539
H: -9.27 2.29 -11.59  0.3582
H: -8.48 2.92 -9.32  0.3541
H: -8.00 1.16 -7.64  0.3900
H: -8.33 -1.23 -8.22  0.3764
H: -9.14 -1.86 -10.48  0.3680
C: 11.23 5.59 5.43  -0.3422
C: 11.29 5.75 6.81  -0.4030
C: 10.26 5.26 7.62  -0.4821
C: 9.18 4.60 7.04  -0.3822
C: 9.12 4.44 5.66  -0.2582
C: 10.14 4.93 4.85  -0.4830
H: 12.03 5.97 4.80  0.3580
H: 12.14 6.25 7.26  0.3605
H: 10.31 5.39 8.69  0.3690
H: 8.38 4.22 7.67  0.4548
H: 8.27 3.92 5.21  0.4718
H: 10.09 4.81 3.77  0.3469
C: 6.00 -2.35 0.59  0.0311
C: 6.74 -1.77 -0.43  -0.2609
C: 7.62 -2.54 -1.19  -0.5013
C: 7.74 -3.91 -0.94  -0.4223
C: 6.99 -4.50 0.08  -0.3519
C: 6.13 -3.72 0.85  -0.5651
H: 5.32 -1.75 1.18  0.2599
H: 6.64 -0.70 -0.64  0.3495
H: 8.20 -2.08 -1.99  0.3656
H: 8.42 -4.51 -1.53  0.3633
H: 7.09 -5.56 0.28  0.3616
H: 5.55 -4.18 1.65  0.3598
C: -12.38 -3.35 -4.82  -0.3854
C: -12.16 -3.43 -3.45  -0.4177
C: -11.06 -2.78 -2.88  -0.4190
C: -10.19 -2.05 -3.69  -0.4146
C: -10.42 -1.97 -5.06  -0.3062
C: -11.51 -2.63 -5.63  -0.4133
H: -13.23 -3.86 -5.26  0.3565
H: -12.84 -4.00 -2.82  0.3559
H: -10.88 -2.85 -1.81  0.3794
H: -9.34 -1.54 -3.25  0.4470
H: -9.74 -1.40 -5.69  0.4358
H: -11.68 -2.57 -6.70  0.3839